11
Properties=species:S:1:pos:R:3:lowdin_spin:R:1 method="wB97M-V/def2-TZVPD" lumo_energy_ev="-5.085 / -10.030" mol_weight_g_mol=280.28 total_energy_ha=-446.16198 de_lowest_ev=2.0119 charge=+1 s_squared=6.01 spin_multiplicity=5
H -1.397 -1.420 -2.143 0.26
Ir -0.996 -2.231 -0.655 2.45
O 0.417 1.360 0.807 0.07
C 1.331 0.445 1.161 0.07
C -0.664 0.717 0.091 0.04
O 2.100 0.620 2.082 0.76
O 1.191 -0.674 0.485 0.11
C -0.005 -0.487 -0.544 0.18
H -1.069 1.419 -0.648 0.01
H -1.440 0.496 0.838 0.01
H 0.535 -0.245 -1.473 0.01

64
Properties=species:S:1:pos:R:3:nbo_charge:R:1 method="wB97M-V/def2-TZVPD" lumo_energy_ev=-4.428 mol_weight_g_mol=511.51 total_energy_ha=-1837.93205 charge=+1
C -2.253 -3.877 2.356 -0.42
N -1.409 -2.718 1.950 -0.28
C -2.031 -1.488 2.471 -0.44
N -0.140 -3.004 2.569 -0.47
C 0.824 -2.055 2.797 0.51
O 0.599 -0.848 2.915 -0.62
H -3.285 -3.717 2.048 0.21
H -1.861 -4.802 1.915 0.21
H -2.226 -3.957 3.454 0.22
H -3.024 -1.422 2.006 0.22
H -2.139 -1.558 3.566 0.22
H -1.463 -0.597 2.209 0.24
H 0.211 -3.917 2.288 0.40
H 1.826 -2.523 2.899 0.15
C 2.904 2.387 -3.201 -0.42
N 2.268 1.805 -2.042 -0.45
C 2.652 2.151 -0.777 0.68
O 3.619 2.853 -0.488 -0.58
C 1.704 1.444 0.195 -0.13
C 0.871 2.425 1.012 -0.42
C 1.747 3.323 1.829 -0.16
C 1.947 4.661 1.493 0.37
F 1.308 5.171 0.407 -0.31
C 2.828 5.476 2.197 0.28
F 3.028 6.755 1.822 -0.28
C 3.517 4.954 3.294 0.31
F 4.378 5.728 3.980 -0.27
C 3.312 3.629 3.676 0.27
F 3.966 3.120 4.740 -0.28
C 2.437 2.835 2.939 0.39
F 2.293 1.533 3.287 -0.31
N 0.922 0.589 -0.708 -0.33
C 0.086 -0.329 -0.188 0.22
C -0.921 -1.020 -0.858 -0.39
C -1.567 -2.152 -0.376 -0.02
C -2.581 -2.781 -1.197 -0.06
C -3.650 -3.547 -0.662 -0.19
C -4.653 -4.084 -1.463 -0.20
C -4.656 -3.855 -2.846 -0.16
C -3.620 -3.098 -3.412 -0.21
C -2.583 -2.614 -2.617 -0.18
C 1.069 0.976 -2.123 0.33
C -0.124 1.814 -2.603 -0.64
C 1.290 -0.208 -3.069 -0.63
H 3.661 3.100 -2.865 0.26
H 3.385 1.609 -3.805 0.21
H 2.166 2.903 -3.827 0.20
H 2.290 0.826 0.897 0.25
H 0.254 3.032 0.335 0.24
H 0.220 1.835 1.673 0.24
H 0.219 -0.489 0.882 0.25
H -1.236 -0.599 -1.818 0.21
H -1.207 -2.651 0.581 0.28
H -3.708 -3.690 0.411 0.20
H -5.448 -4.678 -1.007 0.23
H -5.452 -4.258 -3.471 0.23
H -3.616 -2.885 -4.482 0.23
H -1.748 -2.093 -3.091 0.21
H -0.217 2.727 -1.999 0.23
H 0.031 2.093 -3.653 0.24
H -1.055 1.243 -2.526 0.22
H 2.203 -0.748 -2.786 0.23
H 0.442 -0.897 -3.035 0.22
H 1.396 0.166 -4.095 0.24

20
Properties=species:S:1:pos:R:3:nbo_charge:R:1 method="wB97M-V/def2-TZVPD" lumo_energy_ev="-5.191 / -4.704" mol_weight_g_mol=114.17 total_energy_ha=-365.32527 de_lowest_ev=6.0979 charge=+1
C 0.483 -1.904 -0.216 0.40
C -3.689 -0.613 -0.084 -0.21
C -1.285 -0.164 0.198 -0.17
C 0.068 -0.491 0.181 -0.12
C 2.149 0.047 1.276 -0.45
C 1.634 0.737 -1.077 -0.41
N 1.130 0.532 0.332 -0.38
O 1.557 -2.294 -0.573 -0.50
H -0.376 -2.501 0.155 0.15
H -4.320 0.054 0.515 0.21
H -3.345 -0.252 -1.008 0.20
H -3.537 -1.577 0.129 0.19
H -1.598 0.807 0.162 0.16
H 2.239 -0.983 1.592 0.27
H 3.185 0.260 0.913 0.25
H 2.032 0.690 2.270 0.24
H 0.815 1.230 -1.514 0.22
H 2.477 1.493 -1.103 0.24
H 1.926 -0.229 -1.502 0.27
H 0.608 1.358 0.656 0.45

20
Properties=species:S:1:pos:R:3:lowdin_spin:R:1 method="wB97M-V/def2-TZVPD" lumo_energy_ev="3.928 / 3.809" mol_weight_g_mol=112.18 total_energy_ha=-345.22388 de_lowest_ev=1.5321 charge=-1 s_squared=0.75 spin_multiplicity=2
C 2.519 0.184 0.941 0.10
C 2.584 -0.683 -0.312 0.02
H 2.630 1.230 0.665 0.03
H 1.484 0.157 1.359 0.03
H 3.356 -0.070 1.616 0.01
H 3.169 -0.271 -1.216 0.00
H 3.092 -1.637 0.051 0.00
H 1.514 -0.929 -0.600 0.00
C -2.384 -1.597 -0.135 0.03
C -1.767 0.776 0.575 0.23
C -1.939 -0.231 -0.408 0.01
C -0.903 1.509 -1.191 0.11
N -1.039 1.804 0.111 0.08
N -1.348 0.330 -1.553 0.00
H -2.389 0.668 1.434 0.07
H -0.695 2.584 0.592 0.20
H -2.944 -1.604 0.868 0.02
H -1.453 -2.259 0.252 0.01
H -0.681 2.232 -1.988 0.03
H -2.805 -2.196 -1.061 0.00

17
Properties=species:S:1:pos:R:3:nbo_charge:R:1 method="wB97M-V/def2-TZVPD" lumo_energy_ev=0.679 mol_weight_g_mol=136.58 total_energy_ha=-802.63375 de_lowest_ev=3.4434
C -0.359 -0.485 -0.334 0.76
C 2.180 -1.604 0.188 -0.69
C -2.529 0.485 -0.420 -0.43
C 1.619 -0.261 0.436 -0.26
N -0.775 1.817 0.486 -0.65
N -1.121 0.565 -0.114 -0.34
O -0.646 -1.472 -0.877 -0.57
Cl 2.306 1.119 -0.602 -0.12
H 2.151 -2.005 -0.880 0.23
H 3.200 -1.565 0.422 0.22
H 1.547 -2.281 0.758 0.24
H -3.145 1.383 -0.070 0.24
H -2.823 0.647 -1.563 0.20
H -2.910 -0.431 0.030 0.22
H 1.695 0.047 1.557 0.21
H -0.259 2.310 -0.359 0.38
H -0.131 1.731 1.342 0.38